The following is a quantum chemistry calculation of a 16-piece molecular cluster, C56H150N6O32 overall at a distorted geometry, from the OMol25 dataset.

Element x y z (Å)
C1 -9.355 -9.375 14.183
C2 -9.067 -9.748 15.643
O1 -10.149 -10.355 16.259
O2 -8.266 -8.549 13.616
H1 -10.380 -9.006 14.200
H2 -9.412 -10.164 13.434
H3 -8.898 -8.853 16.242
H4 -8.265 -10.480 15.732
H5 -10.567 -10.887 15.578
H6 -8.488 -8.426 12.690
C3 -4.779 -10.954 27.111
C4 -3.300 -11.262 26.639
O3 -3.146 -10.685 25.329
O4 -4.991 -9.676 27.674
H7 -5.034 -11.685 27.879
H8 -5.524 -10.884 26.319
H9 -3.174 -12.345 26.639
H10 -2.638 -10.698 27.296
H11 -3.282 -9.745 25.469
H12 -5.241 -9.024 27.016
C5 2.294 -21.616 16.620
C6 1.616 -20.870 17.824
O5 2.560 -20.640 18.820
O6 2.106 -23.027 16.717
H13 3.289 -21.273 16.337
H14 1.590 -21.352 15.830
H15 0.806 -21.431 18.292
H16 1.436 -19.871 17.426
H17 2.697 -21.446 19.323
H18 1.800 -23.346 17.569
C7 -4.730 -6.349 21.771
C8 -3.808 -5.597 22.787
O7 -3.727 -6.172 24.149
O8 -4.207 -7.551 21.347
H19 -4.921 -5.639 20.966
H20 -5.755 -6.552 22.081
H21 -4.209 -4.617 23.047
H22 -2.798 -5.349 22.459
H23 -3.266 -5.631 24.795
H24 -3.843 -7.971 22.129
C9 -5.601 -16.601 31.491
C10 -5.992 -17.773 30.619
O9 -6.750 -18.689 31.313
O10 -4.224 -16.478 31.703
H25 -6.016 -16.528 32.496
H26 -5.881 -15.688 30.966
H27 -5.165 -18.298 30.142
H28 -6.580 -17.556 29.727
H29 -6.174 -19.353 31.699
H30 -3.983 -15.800 32.338
C11 -15.668 -18.187 20.163
C12 -14.564 -17.097 20.338
O11 -13.518 -17.649 21.081
O12 -16.512 -17.763 19.036
H31 -16.114 -18.385 21.137
H32 -15.131 -19.108 19.933
H33 -14.897 -16.143 20.748
H34 -14.179 -16.996 19.323
H35 -12.893 -16.983 21.377
H36 -16.432 -18.606 18.585
C13 1.781 -14.308 29.550
C14 2.691 -13.798 28.439
O13 2.073 -12.988 27.458
O14 0.993 -15.299 29.165
H37 1.259 -13.427 29.922
H38 2.366 -14.690 30.387
H39 3.247 -14.643 28.032
H40 3.517 -13.197 28.820
H41 1.355 -13.471 27.043
H42 0.266 -15.415 29.780
C15 2.474 -14.372 14.943
C16 3.496 -15.052 15.881
O15 4.739 -14.478 15.856
O16 1.970 -15.423 14.080
H43 2.953 -13.621 14.314
H44 1.728 -13.906 15.587
H45 3.711 -16.050 15.502
H46 3.195 -15.299 16.899
H47 4.568 -13.542 15.730
H48 1.094 -15.266 13.719
C17 -2.706 -21.680 25.431
C18 -2.103 -21.957 26.867
O17 -1.025 -22.735 26.700
O18 -3.825 -22.493 25.040
H49 -1.938 -21.759 24.662
H50 -2.787 -20.596 25.360
H51 -2.806 -22.535 27.466
H52 -1.811 -21.116 27.496
H53 -1.310 -23.536 27.146
H54 -3.514 -23.402 25.043
C19 -12.722 -14.286 30.070
C20 -12.734 -13.216 28.958
O19 -14.021 -12.593 28.807
O20 -11.320 -14.465 30.436
H55 -13.164 -15.234 29.761
H56 -13.312 -13.935 30.917
H57 -12.427 -13.451 27.939
H58 -12.048 -12.446 29.313
H59 -13.878 -11.649 28.902
H60 -11.278 -14.712 31.363
C21 9.529 -9.948 17.180
O21 8.671 -8.780 17.139
C22 7.742 -8.860 16.008
C23 6.727 -7.830 16.095
N1 5.876 -8.284 17.084
C24 4.591 -7.650 17.341
C25 3.710 -8.538 18.164
O22 3.951 -8.187 19.555
C26 3.347 -8.860 20.576
H61 10.264 -9.809 17.973
H62 10.218 -9.996 16.337
H63 9.006 -10.890 17.348
H64 7.232 -9.823 16.023
H65 8.287 -8.804 15.066
H66 6.159 -7.689 15.176
H67 7.052 -6.806 16.281
H68 6.389 -8.248 17.953
H69 3.997 -7.436 16.452
H70 4.744 -6.656 17.761
H71 3.840 -9.612 18.032
H72 2.653 -8.284 18.082
H73 2.472 -8.302 20.909
H74 3.926 -8.808 21.499
H75 2.976 -9.847 20.304
C27 -4.379 -26.775 12.957
O23 -4.466 -25.793 12.001
C28 -3.155 -25.396 11.403
C29 -2.365 -24.168 12.078
N2 -2.764 -22.758 11.724
C30 -3.905 -22.263 12.432
C31 -3.528 -22.005 13.882
O24 -4.780 -21.748 14.572
C32 -4.505 -21.548 15.929
H76 -4.182 -27.727 12.463
H77 -5.402 -26.812 13.333
H78 -3.645 -26.571 13.736
H79 -3.363 -25.108 10.372
H80 -2.339 -26.105 11.544
H81 -1.330 -24.450 11.886
H82 -2.294 -24.507 13.111
H83 -2.778 -22.627 10.723
H84 -4.780 -22.902 12.319
H85 -4.004 -21.241 12.066
H86 -2.838 -21.169 14.001
H87 -3.043 -22.819 14.421
H88 -3.521 -21.135 16.150
H89 -4.656 -22.444 16.530
H90 -5.144 -20.774 16.353
C33 6.459 -21.367 25.409
O25 5.873 -22.366 24.655
C34 4.490 -22.325 24.381
C35 4.344 -23.521 23.296
N3 2.994 -23.962 22.835
C36 2.934 -25.320 22.370
C37 1.453 -25.683 21.879
O26 1.277 -25.000 20.723
C38 0.034 -25.293 20.063
H91 6.546 -20.455 24.820
H92 7.465 -21.604 25.757
H93 5.894 -21.164 26.319
H94 4.073 -21.403 23.977
H95 3.928 -22.507 25.297
H96 4.897 -24.384 23.667
H97 4.880 -23.150 22.423
H98 2.321 -23.901 23.586
H99 3.286 -25.952 23.186
H100 3.668 -25.631 21.626
H101 0.799 -25.457 22.721
H102 1.225 -26.743 21.760
H103 -0.140 -26.365 19.964
H104 -0.003 -24.915 19.042
H105 -0.761 -24.863 20.673
C39 2.008 -11.711 8.727
O27 0.626 -11.722 8.402
C40 -0.124 -12.719 8.934
C41 -0.534 -12.283 10.378
N4 -1.503 -13.177 11.032
C42 -2.293 -12.620 12.146
C43 -3.149 -13.822 12.644
O28 -4.232 -14.025 11.661
C44 -5.450 -14.692 12.061
H106 2.276 -10.975 9.485
H107 2.558 -11.563 7.798
H108 2.306 -12.709 9.046
H109 0.338 -13.697 9.065
H110 -0.998 -12.880 8.303
H111 -0.946 -11.279 10.272
H112 0.426 -12.192 10.886
H113 -2.185 -13.497 10.360
H114 -2.961 -11.807 11.861
H115 -1.557 -12.285 12.877
H116 -3.577 -13.797 13.646
H117 -2.561 -14.740 12.672
H118 -6.137 -14.719 11.216
H119 -5.868 -14.191 12.934
H120 -5.376 -15.752 12.304
C45 -6.943 -16.498 23.356
O29 -7.397 -15.458 22.545
C46 -7.000 -15.391 21.253
C47 -5.695 -14.549 21.309
N5 -4.453 -15.389 21.238
C48 -3.237 -14.766 20.763
C49 -1.921 -15.491 21.198
O30 -1.802 -15.601 22.599
C50 -0.684 -16.366 23.114
H121 -7.480 -16.407 24.300
H122 -5.890 -16.281 23.535
H123 -7.089 -17.526 23.023
H124 -7.703 -14.949 20.547
H125 -6.856 -16.322 20.706
H126 -5.461 -14.154 22.297
H127 -5.546 -13.728 20.606
H128 -4.285 -15.743 22.169
H129 -3.183 -13.705 21.007
H130 -3.269 -14.879 19.679
H131 -1.047 -14.883 20.965
H132 -1.843 -16.422 20.638
H133 0.253 -15.950 22.743
H134 -0.802 -17.435 22.936
H135 -0.818 -16.371 24.196
C51 -15.058 -21.704 6.496
O31 -14.619 -21.787 7.765
C52 -13.194 -21.364 8.066
C53 -12.860 -21.826 9.532
N6 -13.387 -20.861 10.469
C54 -13.093 -21.401 11.769
C55 -13.443 -20.441 12.859
O32 -12.380 -19.501 13.071
C56 -11.455 -20.058 13.989
H136 -14.912 -20.757 5.976
H137 -16.052 -22.146 6.556
H138 -14.474 -22.524 6.078
H139 -13.128 -20.295 7.863
H140 -12.539 -21.805 7.315
H141 -11.774 -21.730 9.524
H142 -13.103 -22.873 9.716
H143 -13.075 -19.900 10.469
H144 -12.093 -21.804 11.934
H145 -13.869 -22.166 11.793
H146 -13.767 -21.008 13.732
H147 -14.297 -19.796 12.651
H148 -10.694 -19.291 14.135
H149 -10.993 -20.997 13.683
H150 -11.798 -20.227 15.010

Highest occupied orbital energy ... -0.3038 Ha
E_LUMO ... 0.07 eV
Charge ... 0
Max |F| ... 0.1050 hartree/bohr
ΔE to the lowest compared entry with this formula, charge and spin ... 874.4 kJ/mol
Gap between HOMO and LUMO ... 8.341 eV